Entry 1:
{"formula": "C20H29BrClN5O4W", "method": "the ωB97M-V functional and the def2-TZVPD basis", "spin_multiplicity": 3, "charge": 2, "lumo_energy_ev": [-6.53, -6.89], "gap_ev": [7.9, 8.0], "homo_ev": [-14.461, -14.921], "elements": ["W", "Cl", "C", "C", "O", "O", "H", "H", "C", "N", "C", "C", "N", "N", "C", "C", "H", "H", "H", "H", "H", "H", "H", "H", "H", "H", "H", "H", "H", "Br", "C", "C", "C", "C", "C", "C", "C", "O", "O", "H", "H", "H", "H", "N", "C", "N", "C", "C", "C", "C", "C", "H", "H", "H", "H", "H", "H", "H", "H", "H", "H"], "xyz": [[1.9229, -0.3327, -0.4380], [4.5896, 0.1266, -0.7747], [5.0097, -1.5054, -1.4171], [3.7362, -2.3186, -1.6156], [3.6311, -3.1109, -2.4964], [2.7775, -2.0593, -0.7147], [5.6606, -1.9807, -0.6877], [5.5237, -1.3514, -2.3583], [2.8611, 2.4108, 1.8196], [1.9307, 1.5810, 2.5897], [0.9525, 2.3265, 3.3772], [2.0225, 0.2501, 2.6107], [2.4462, -0.3994, 1.4905], [1.7170, -0.4572, 3.6985], [1.4320, -1.8900, 3.6102], [1.9201, 0.0505, 5.0580], [3.2819, 3.1635, 2.4865], [2.3492, 2.9109, 1.0006], [3.6738, 1.8018, 1.4352], [0.4816, 3.0567, 2.7190], [1.4168, 2.8636, 4.2048], [0.1876, 1.6586, 3.7614], [3.0149, -1.2134, 1.7040], [0.9819, -2.1306, 2.6507], [0.7327, -2.1497, 4.4023], [2.3370, -2.4863, 3.7479], [2.4818, 0.9784, 5.0383], [2.5011, -0.6860, 5.6120], [0.9727, 0.2045, 5.5734], [0.5988, -1.1768, -3.1557], [-0.3675, 0.4778, -3.4224], [-1.3537, 0.4789, -4.3880], [-2.1202, 1.6215, -4.5817], [-1.9253, 2.7467, -3.7920], [-0.9504, 2.7367, -2.8088], [-0.1510, 1.6148, -2.6321], [0.8991, 1.5345, -1.6057], [0.7098, 1.6208, -0.3581], [2.0439, 1.0348, -1.9470], [-1.5206, -0.4014, -4.9946], [-2.8744, 1.6243, -5.3568], [-2.5267, 3.6317, -3.9465], [-0.7805, 3.6080, -2.1891], [0.0557, -1.1315, -0.0098], [-1.1015, -1.2661, -0.0462], [-2.3691, -1.4097, -0.1023], [-3.2989, -0.4575, 0.5498], [-4.2046, 0.1667, -0.5020], [-4.8975, -0.9104, -1.3360], [-3.8752, -1.8375, -1.9928], [-2.9719, -2.4757, -0.9489], [-2.7089, 0.2938, 1.0723], [-3.8799, -1.0195, 1.2833], [-3.6091, 0.8204, -1.1464], [-4.9401, 0.7928, 0.0039], [-5.5202, -0.4431, -2.0980], [-5.5676, -1.4960, -0.6998], [-3.2611, -1.2771, -2.7047], [-4.3757, -2.6305, -2.5488], [-2.1636, -3.0505, -1.3973], [-3.5379, -3.1325, -0.2862]], "forces_ev_per_angstrom": [[-0.201, 0.297, -0.226], [-0.193, 0.046, 0.004], [-0.069, -0.020, 0.018], [0.388, -0.078, -0.386], [-0.030, -0.005, 0.178], [-0.350, -0.222, 0.085], [0.023, -0.008, -0.010], [0.007, -0.044, -0.031], [-0.048, -0.044, -0.012], [0.047, 0.037, 0.049], [-0.001, 0.006, 0.036], [-0.013, 0.087, -0.009], [0.255, 0.096, 0.278], [0.011, -0.044, -0.046], [0.005, -0.016, 0.002], [-0.025, 0.044, 0.028], [-0.010, -0.001, 0.009], [-0.028, 0.010, -0.029], [-0.004, -0.001, -0.001], [-0.004, -0.015, -0.013], [0.021, -0.023, 0.003], [-0.004, -0.027, 0.006], [0.001, -0.033, 0.013], [-0.005, 0.015, -0.011], [-0.010, 0.010, 0.001], [0.007, 0.018, 0.012], [-0.002, 0.022, -0.027], [-0.006, -0.014, -0.012], [-0.011, 0.007, -0.015], [-0.217, 0.289, -0.173], [0.081, -0.065, 0.023], [-0.002, -0.147, -0.060], [0.017, 0.092, 0.063], [-0.046, -0.041, -0.061], [0.042, 0.047, 0.074], [0.078, -0.070, -0.081], [-0.157, -0.224, 0.663], [-0.191, -0.154, -0.346], [0.344, -0.079, 0.017], [0.001, 0.016, 0.003], [-0.005, 0.007, 0.000], [0.005, -0.005, -0.002], [-0.014, -0.003, -0.011], [0.444, 0.230, 0.153], [-0.239, 0.156, -0.113], [0.118, -0.217, -0.036], [-0.078, 0.172, 0.017], [-0.025, -0.083, -0.006], [0.053, 0.034, -0.045], [-0.029, 0.033, 0.058], [-0.062, -0.024, -0.114], [0.030, -0.032, 0.020], [0.023, -0.039, 0.000], [0.014, -0.002, -0.023], [0.016, 0.007, 0.018], [-0.004, -0.009, -0.002], [0.002, 0.003, 0.010], [0.003, 0.006, 0.002], [0.019, -0.018, 0.001], [0.019, 0.001, 0.017], [0.011, 0.018, 0.038]], "mulliken_spin": [1.783, -0.004, 0.011, 0.003, 0.003, 0.068, 0.001, 0.000, 0.015, 0.001, 0.001, 0.018, 0.006, 0.000, 0.002, 0.001, 0.001, -0.001, -0.005, 0.000, 0.000, 0.000, 0.004, -0.001, 0.000, 0.001, 0.000, 0.000, 0.000, 0.006, -0.011, 0.001, 0.000, 0.001, 0.003, 0.008, -0.009, 0.011, 0.000, 0.000, 0.000, 0.000, 0.000, -0.017, 0.081, 0.004, 0.006, 0.000, 0.000, 0.000, 0.008, 0.000, 0.001, 0.000, 0.000, 0.000, 0.000, 0.000, 0.000, 0.000, 0.000]}

Entry 2:
{"formula": "C20H29ClN2O4S", "method": "the ωB97M-V functional and the def2-TZVPD basis", "smiles": "CCOc1ccc(S(=O)(=O)N2CCC(C(=O)N3CCCCCC3)CC2)cc1Cl", "lumo_energy_ev": 0.55, "gap_ev": 9.3, "homo_ev": -8.705, "elements": ["C", "C", "H", "H", "O", "C", "C", "C", "C", "C", "C", "Cl", "H", "S", "O", "O", "N", "C", "C", "H", "H", "C", "C", "O", "N", "C", "H", "H", "C", "C", "C", "H", "C", "H", "C", "H", "H", "H", "H", "H", "H", "H", "H", "H", "C", "C", "H", "H", "H", "H", "H", "H", "H", "H", "H", "H", "H"], "xyz": [[4.9743, 1.2699, -1.4954], [3.6278, 1.1459, -0.7956], [3.4900, 2.0002, -0.1223], [2.7954, 1.1319, -1.5008], [3.5818, 0.0026, 0.0580], [2.7800, -1.0456, -0.2029], [2.2972, -1.7037, 0.9382], [1.4070, -2.7522, 0.8542], [0.9859, -3.1783, -0.3922], [1.5190, -2.6241, -1.5359], [2.4190, -1.5716, -1.4523], [3.0505, -0.9908, -2.9517], [1.2338, -3.0262, -2.4960], [-0.3872, -4.3232, -0.5335], [-0.2766, -5.0333, -1.7722], [-0.4871, -5.0584, 0.6929], [-1.7649, -3.3954, -0.6378], [-2.1885, -2.6779, 0.5353], [-1.6051, -1.2643, 0.6005], [-2.0374, -0.7416, 1.4569], [-0.5263, -1.3235, 0.7503], [-1.8690, -0.4754, -0.6932], [-0.9614, 0.7576, -0.6452], [0.1833, 0.6892, -1.0687], [-1.4262, 1.9009, -0.0993], [-2.7228, 2.0963, 0.5100], [-3.3782, 2.6380, -0.1864], [-3.1715, 1.1251, 0.7093], [-2.6540, 2.8689, 1.8350], [-1.4671, 2.4695, 2.7160], [-0.2144, 3.2980, 2.4299], [-0.4806, 4.3579, 2.4544], [0.4484, 2.9728, 1.0942], [1.2626, 3.6788, 0.9212], [-0.5133, 3.0327, -0.0935], [-1.0941, 3.9554, -0.0868], [0.0678, 2.9849, -1.0184], [0.8774, 1.9697, 1.1239], [0.5131, 3.1261, 3.2259], [-1.7428, 2.6211, 3.7616], [-1.2440, 1.4092, 2.5833], [-2.6109, 3.9428, 1.6478], [-3.5887, 2.6762, 2.3654], [-2.9252, -0.2061, -0.7665], [-1.4855, -1.3022, -1.9266], [-2.0565, -2.7188, -1.8766], [-3.1472, -2.6886, -1.9900], [-1.6414, -3.3339, -2.6750], [-0.3984, -1.3379, -1.9804], [-1.8485, -0.7992, -2.8251], [-3.2842, -2.6288, 0.5225], [-1.8750, -3.2684, 1.3967], [1.0166, -3.2372, 1.7348], [2.6278, -1.3294, 1.8946], [5.1414, 0.4357, -2.1703], [5.0021, 2.1943, -2.0656], [5.7717, 1.2843, -0.7566]], "forces_ev_per_angstrom": [[-0.287, -0.201, 0.269], [0.093, 0.539, -0.272], [-0.054, -0.109, -0.116], [0.035, 0.012, 0.141], [0.217, -0.322, -0.064], [-0.310, -0.267, 0.160], [0.008, 0.058, -0.155], [0.121, -0.022, 0.078], [-0.481, -0.515, -0.108], [0.130, -0.057, 0.072], [-0.059, -0.097, 0.146], [0.056, 0.026, -0.210], [0.020, 0.077, -0.153], [-0.179, -0.018, 0.059], [0.114, 0.318, -0.188], [0.115, 0.313, 0.167], [0.693, -0.758, 0.035], [0.080, 0.271, 0.630], [-0.245, -0.089, -0.082], [0.043, 0.028, 0.064], [-0.092, 0.097, 0.037], [0.360, -0.025, -0.081], [-0.419, -0.223, -0.101], [0.316, -0.053, -0.104], [0.031, 0.316, 0.078], [-0.397, 0.106, 0.058], [-0.032, -0.129, 0.082], [0.013, 0.034, -0.061], [0.064, -0.258, -0.040], [-0.053, 0.306, 0.076], [0.120, -0.285, -0.074], [-0.006, 0.058, 0.063], [-0.198, 0.212, 0.039], [0.093, -0.019, -0.027], [0.511, -0.064, -0.122], [-0.036, 0.026, -0.028], [-0.142, 0.110, 0.095], [0.073, -0.020, -0.047], [0.014, 0.085, 0.037], [-0.002, -0.083, 0.004], [0.000, -0.121, 0.076], [-0.058, 0.040, 0.005], [-0.041, 0.068, -0.050], [0.010, 0.023, 0.055], [-0.101, -0.045, 0.075], [0.076, 0.268, -0.604], [0.057, -0.099, 0.000], [-0.194, 0.125, -0.121], [-0.170, 0.081, -0.074], [0.058, -0.002, -0.050], [0.060, -0.075, 0.020], [-0.210, 0.125, 0.099], [-0.012, 0.003, 0.165], [0.026, 0.043, 0.096], [0.047, 0.000, -0.029], [0.024, 0.135, -0.065], [0.102, 0.052, 0.047]], "lowdin_charge": [-0.082, -0.263, 0.119, 0.083, -0.039, -0.277, 0.019, -0.069, -0.272, -0.107, -0.547, 0.778, 0.118, 0.677, -0.277, -0.282, -0.234, -0.176, -0.110, 0.114, 0.101, -0.206, -0.411, 0.057, -0.042, -0.152, 0.129, 0.105, -0.173, -0.192, -0.205, 0.111, -0.171, 0.112, -0.135, 0.128, 0.123, 0.109, 0.109, 0.108, 0.108, 0.105, 0.111, 0.138, -0.116, -0.177, 0.130, 0.116, 0.087, 0.130, 0.133, 0.117, 0.120, 0.126, 0.035, 0.079, 0.077]}